Record 1
{
  "formula": "C13H24Cl2N4Sn",
  "method": "ωB97M-V with the def2-TZVPD basis set",
  "charge": 0,
  "e_above_lowest_kcal_mol": 1.8,
  "gap_ev": [7.313, 7.311],
  "multiplicity": 1,
  "species": ["Sn", "Cl", "Cl", "N", "N", "N", "N", "C", "C", "C", "C", "C", "C", "C", "C", "C", "C", "C", "C", "C", "H", "H", "H", "H", "H", "H", "H", "H", "H", "H", "H", "H", "H", "H", "H", "H", "H", "H", "H", "H", "H", "H", "H", "H"],
  "xyz": [[-1.14633, -0.45120, 0.29425], [-2.00449, -0.56382, -2.00893], [-2.14723, 0.57211, 2.42491], [-0.28627, 1.61804, -0.03326], [0.94502, 3.24122, -1.41625], [-1.15533, 3.91819, -0.32797], [0.85935, 3.52697, 1.02887], [0.50154, -2.33777, 0.87299], [1.79119, -3.09252, 0.68714], [-1.52655, 2.49632, -0.20221], [0.58400, 1.81297, -1.25005], [-0.70823, -3.06420, 0.74016], [0.52788, 2.09439, 1.15181], [-2.10224, -2.20000, 0.79983], [1.80359, -4.18230, -0.41623], [-0.76703, -3.90482, -0.60649], [1.66381, 3.69775, -0.20314], [-0.28679, 4.05576, -1.52008], [0.45290, -4.82839, -0.67006], [-0.39336, 4.30504, 0.88314], [0.01247, 5.10947, -1.59769], [1.50887, 1.23635, -1.11196], [-2.81729, -2.57333, 0.06930], [-2.50888, -2.14218, 1.80769], [0.44911, -5.42546, -1.58584], [0.03291, 1.45484, -2.12639], [-1.02643, 4.14510, 1.77279], [2.06791, -3.63428, 1.62887], [2.20796, -3.74900, -1.34716], [-0.05200, 1.92323, 2.06328], [-0.75707, -3.81672, 1.57771], [0.61768, -1.53486, 1.63273], [-0.84615, -3.26975, -1.50654], [2.61761, -2.37887, 0.43649], [-1.66240, -4.55461, -0.61454], [1.46622, 1.51953, 1.16735], [0.29643, -5.60666, 0.08909], [-0.85097, 3.74897, -2.41566], [1.88170, 4.76845, -0.32022], [-0.12497, 5.36496, 0.78669], [-2.04795, 2.17479, -1.11637], [2.59591, 3.12210, -0.10030], [2.49668, -4.96819, -0.10046], [-2.16280, 2.37243, 0.68270]]
}



Record 2
{
  "formula": "C13H24ClCuN2O6P2S3",
  "method": "ωB97M-V with the def2-TZVPD basis set",
  "charge": 1,
  "e_above_lowest_kcal_mol": 37.4,
  "gap_ev": [7.887, 5.755],
  "s2": 0.7831,
  "multiplicity": 2,
  "species": ["Cu", "Cl", "S", "S", "S", "P", "P", "O", "O", "O", "O", "O", "O", "N", "N", "C", "C", "C", "C", "C", "C", "C", "C", "C", "C", "C", "C", "C", "H", "H", "H", "H", "H", "H", "H", "H", "H", "H", "H", "H", "H", "H", "H", "H", "H", "H", "H", "H", "H", "H", "H", "H"],
  "xyz": [[0.25536, 0.29366, 0.41092], [3.01608, -4.49706, 1.67939], [0.03936, 2.93724, -0.05105], [2.80817, 0.92201, 0.65513], [0.21460, 1.12582, 2.78991], [-0.44772, -0.23777, -2.87062], [-2.50091, -0.72308, -0.43517], [-1.93867, -2.11040, 0.04481], [-0.76067, 0.45852, -4.14254], [-2.11046, 0.48775, 0.30866], [-4.07052, -0.97818, -0.43725], [0.34465, 0.39165, -1.78794], [0.06234, -1.73909, -3.14166], [0.37570, -1.83683, 0.52834], [-2.80506, 0.83110, -2.54814], [-0.10803, 3.65480, 1.59640], [1.82290, 0.49260, 3.30168], [-0.61865, -2.65567, -0.12905], [2.87889, 2.70159, 0.27222], [1.42096, -2.44151, 0.99348], [0.43415, -4.66568, 0.82081], [3.03585, 0.90110, 2.45501], [-2.93147, -1.57571, -3.07566], [-0.66791, -4.08413, 0.29815], [1.73472, 3.24134, -0.57995], [-2.21298, -0.53502, -2.22327], [0.54464, 2.91140, 2.76507], [1.55620, -3.85365, 1.08278], [0.25314, 4.68517, 1.59670], [0.15371, -1.93184, -4.08370], [0.46223, -5.71789, 1.06817], [-1.18624, 3.70940, 1.75695], [1.76085, 2.78167, -1.56992], [-4.00522, -1.58409, -2.88561], [-2.53983, -2.56636, -2.85080], [1.89814, 4.31198, -0.72046], [-2.52445, 1.51444, -1.83571], [-2.36788, 1.09482, -3.46157], [3.40493, 1.88046, 2.75689], [2.02062, 0.76116, 4.34092], [1.69316, -0.59082, 3.28538], [2.23204, -1.83614, 1.38426], [-4.50492, -0.84442, 0.41681], [1.62160, 3.05597, 2.74773], [-1.57670, -4.63600, 0.10462], [-2.74884, -1.37584, -4.13232], [3.80871, 2.88348, -0.26712], [3.84753, 0.20547, 2.67298], [-0.38316, -2.61328, -1.20267], [-3.82316, 0.80082, -2.60890], [0.18114, 3.34843, 3.69546], [2.95113, 3.24662, 1.21148]]
}



Record 3
{
  "formula": "C13H24N3O4S2",
  "method": "ωB97M-V with the def2-TZVPD basis set",
  "charge": 1,
  "e_above_lowest_kcal_mol": 4.3,
  "gap_ev": 8.099,
  "multiplicity": 1,
  "species": ["S", "S", "O", "O", "O", "O", "N", "N", "N", "C", "C", "C", "C", "C", "C", "C", "C", "C", "C", "C", "C", "C", "H", "H", "H", "H", "H", "H", "H", "H", "H", "H", "H", "H", "H", "H", "H", "H", "H", "H", "H", "H", "H", "H", "H", "H"],
  "xyz": [[-0.48399, 0.26297, -2.50119], [3.26983, 1.12185, 0.21560], [2.10409, 1.89834, 0.55076], [3.65692, 1.42074, -1.28919], [4.42789, 1.20901, 1.04612], [-1.12179, -2.32500, -2.69438], [-0.01733, -1.87527, -0.85098], [-1.59690, -2.61127, 2.69601], [-0.30091, -3.24502, -0.88040], [3.84666, 2.80788, -1.67897], [-0.51422, -1.38098, -1.93406], [5.16420, 3.37760, -1.20283], [-2.59232, -3.12066, 1.72116], [-3.00577, 1.23009, 0.11225], [-2.45494, 0.71987, 1.45960], [-3.27176, -1.82063, 1.26267], [-0.92487, -3.45169, -1.97464], [2.79767, -0.55326, 0.00328], [-1.96082, 1.91711, -0.77746], [-1.38309, -1.35430, 2.59356], [-2.15044, -0.77812, 1.46758], [-0.67132, 1.09690, -0.89583], [5.30360, 4.37035, -1.63069], [-3.79104, 1.95612, 0.32782], [1.92420, -0.57396, -0.63681], [-3.54984, -1.84254, 0.21244], [-1.12798, -3.22213, 3.35441], [3.80311, 2.78660, -2.76555], [-1.55876, 1.28009, 1.74171], [-1.29280, -4.38335, -2.37087], [2.55119, -0.94261, 0.98855], [-3.19302, 0.92422, 2.24097], [-2.11337, -3.69928, 0.93108], [0.21106, 1.72505, -0.78367], [-1.72447, 2.91639, -0.40964], [-2.39864, 2.04842, -1.76887], [5.99115, 2.73935, -1.51225], [-1.44468, -0.98004, 0.63800], [-0.70411, -0.82622, 3.25462], [-0.58871, 0.35032, -0.11864], [3.62459, -1.11220, -0.42640], [-3.50699, 0.42037, -0.42612], [-4.13496, -1.58435, 1.88593], [5.19523, 3.46225, -0.11807], [2.99905, 3.39487, -1.32251], [-3.29062, -3.75384, 2.26590]]
}



Record 4
{
  "formula": "C13H24N4O4",
  "method": "ωB97M-V with the def2-TZVPD basis set",
  "charge": 0,
  "e_above_lowest_kcal_mol": 7.7,
  "gap_ev": 9.551,
  "multiplicity": 1,
  "species": ["O", "O", "O", "O", "N", "N", "N", "N", "C", "C", "C", "C", "C", "C", "C", "C", "C", "C", "C", "C", "C", "H", "H", "H", "H", "H", "H", "H", "H", "H", "H", "H", "H", "H", "H", "H", "H", "H", "H", "H", "H", "H", "H", "H", "H"],
  "xyz": [[2.19572, -3.28747, -4.00110], [-1.16973, -0.16688, -4.15566], [1.61385, 0.89285, -0.74871], [-1.21609, -1.88672, 1.41365], [0.11983, -0.78083, -0.78154], [0.63800, -0.83109, 2.15447], [0.79433, -1.99905, -5.02137], [-0.62227, 1.37310, -2.62097], [0.84408, 0.13388, -0.13663], [-1.34048, 0.93449, 3.95242], [-0.59160, 1.27852, 1.56891], [0.34197, 2.72252, 3.48171], [1.46680, -1.39096, -2.78827], [-0.63261, 0.11986, -3.08394], [0.04823, -1.02629, -2.26304], [-1.21385, 2.48812, -3.36164], [1.52472, -2.26530, -3.99648], [-0.18350, -1.87759, 2.09496], [-0.85302, 1.96086, 2.92450], [0.63060, 0.36383, 1.36245], [0.18719, -3.12241, 2.86566], [1.49579, 0.96736, 1.67325], [-0.05134, 1.59824, -1.83899], [0.06170, 3.11957, 4.45752], [-1.50948, 2.20131, -4.41078], [1.13503, 2.01288, 3.65023], [-1.62917, 2.68169, 2.81254], [-1.75361, 1.46970, 4.81479], [0.79434, -2.68277, -5.74084], [2.11114, -0.49342, -2.94735], [-0.57774, -1.22799, -0.22461], [-1.46827, 0.75668, 1.16511], [0.15043, -1.21869, -4.97939], [1.09861, -3.53194, 2.45865], [-0.52199, 0.28840, 4.29404], [-0.47461, 3.27942, -3.45810], [-0.61921, -3.86994, 2.81186], [1.92772, -2.01618, -2.00963], [-2.12480, 0.32710, 3.50976], [0.34526, -2.90685, 3.92874], [-2.10501, 2.86516, -2.89526], [-0.39438, 2.11215, 0.86238], [1.45868, -0.99684, 2.72843], [-0.59743, -1.90000, -2.39306], [0.66617, 3.53151, 2.87131]]
}



Record 5
{
  "formula": "C13H24N4O4S4Zr",
  "method": "ωB97M-V with the def2-TZVPD basis set",
  "charge": 2,
  "e_above_lowest_kcal_mol": 12.3,
  "gap_ev": 7.219,
  "multiplicity": 1,
  "species": ["Zr", "S", "S", "S", "S", "O", "O", "O", "O", "N", "N", "N", "N", "C", "C", "C", "C", "C", "C", "C", "C", "C", "C", "C", "C", "C", "H", "H", "H", "H", "H", "H", "H", "H", "H", "H", "H", "H", "H", "H", "H", "H", "H", "H", "H", "H", "H", "H", "H", "H"],
  "xyz": [[-0.89377, 1.55121, -0.57203], [-2.08023, -0.41052, 0.25199], [-4.44219, -0.76618, -1.50610], [-2.81734, 2.90657, 0.17494], [-5.12275, 2.14142, -1.52940], [-1.24416, 1.58667, -2.65842], [-6.51201, 0.27718, -2.77938], [1.07649, 1.37384, -0.50859], [1.66985, -0.75802, -0.01355], [2.12509, -4.48633, 3.37302], [-0.15115, 1.77510, 1.66704], [2.10740, -2.54485, 2.12981], [1.78798, -4.58101, 1.09530], [2.97823, -0.32452, 2.76533], [-0.36461, -0.70090, -3.16368], [-3.42200, 0.31844, -0.60909], [2.47762, -1.68287, 3.25999], [1.93055, 0.78674, 2.69290], [0.74263, 0.58551, 1.74524], [-0.80328, 2.79201, -3.39594], [2.01026, -3.86623, 2.20125], [-1.34664, 0.37419, -3.53637], [-3.73037, 1.64342, -0.61506], [-0.53414, 3.89873, -2.40604], [1.23197, 0.31107, 0.32054], [-5.56378, 0.50555, -2.10390], [3.74922, 0.01402, 3.45588], [0.65470, -0.31849, -3.14419], [-1.44591, 4.20888, -1.91021], [0.41228, 2.60581, 1.83023], [2.43694, 1.71355, 2.40442], [1.51487, 0.95612, 3.69090], [-1.59798, 3.06478, -4.08087], [-1.09971, 0.70395, -4.54057], [1.70565, -5.58245, 1.12795], [3.48004, -0.44980, 1.80419], [-0.87005, 1.75677, 2.38222], [0.13876, -0.26516, 2.04696], [0.08897, 2.51877, -3.94879], [-0.41428, -1.46338, -3.94273], [2.23481, -3.97310, 4.22896], [3.27603, -2.16628, 3.82298], [2.10657, -5.49034, 3.43598], [1.96230, -2.09447, 1.23295], [-0.13099, 4.77243, -2.91442], [1.62426, -1.55698, 3.93350], [-0.58887, -1.19356, -2.22237], [0.23263, 3.61937, -1.66889], [-2.38060, 0.05644, -3.49404], [1.80070, -4.14311, 0.19015]]
}



Record 6
{
  "formula": "C13H25BClO8P2",
  "method": "ωB97M-V with the def2-TZVPD basis set",
  "charge": -1,
  "gap_ev": 7.560,
  "multiplicity": 1,
  "species": ["Cl", "P", "P", "O", "O", "O", "O", "O", "O", "O", "O", "C", "C", "C", "C", "C", "C", "C", "C", "C", "C", "C", "C", "C", "B", "H", "H", "H", "H", "H", "H", "H", "H", "H", "H", "H", "H", "H", "H", "H", "H", "H", "H", "H", "H", "H", "H", "H", "H", "H"],
  "xyz": [[0.78949, 1.75346, 5.38625], [-0.69476, 1.99637, 1.74013], [2.09393, 0.35997, 4.45195], [2.02162, -1.03424, 5.39446], [1.05409, 0.50281, 0.59340], [-2.26727, -2.36347, -1.37910], [1.75546, 4.67643, 2.10502], [-3.63757, -2.01425, 0.34077], [1.63739, -1.11509, 2.10491], [-1.78332, 1.05115, 2.13312], [-0.51035, -1.43238, 1.03316], [2.95840, 4.79370, 1.06337], [-0.74682, -1.38260, -3.57499], [1.15194, -1.00514, -1.82716], [-3.01249, -1.54698, -0.54658], [1.21945, 0.02595, 2.83753], [-3.01778, -0.01105, -0.72274], [-2.87868, -2.53670, -2.66880], [1.75919, 3.65583, 1.12859], [0.62048, -1.91327, -3.01950], [1.38503, -1.78040, -0.49832], [1.02606, 1.27005, 1.82121], [2.27292, 2.20020, 1.62745], [-1.81993, -2.51539, -3.82078], [0.88009, -0.93646, 0.83797], [-3.70883, -1.81817, -2.83524], [-0.83292, 3.15594, 2.55521], [2.90739, 1.92222, 0.77059], [2.81849, 2.45892, 2.55362], [0.79807, -2.72946, -0.49433], [-2.01363, 0.42402, -0.53013], [-3.33500, -3.55551, -2.67339], [-3.69177, 0.42539, 0.03766], [2.58624, 5.00360, -0.01409], [0.18507, -0.27240, 3.17608], [2.92810, 5.87478, 1.30974], [0.42006, -0.17669, -1.73517], [1.23350, -0.90866, 5.95847], [-2.32067, -2.28220, -4.78712], [-1.28141, -3.48237, -3.86379], [-0.53139, -0.80899, -4.50745], [2.11749, -0.52759, -2.12080], [-1.21576, -0.64626, -2.88449], [-0.90478, 2.41258, 0.38670], [-3.33544, 0.28145, -1.74633], [2.45043, -2.11054, -0.36527], [1.35899, -1.79612, -3.85029], [-0.47457, -2.23600, 1.56895], [0.98149, 3.68399, 0.31481], [0.60427, -2.99046, -2.76526]]
}